Density functional theory data (the ωB97M-V functional and the def2-TZVPD basis) for a 8-piece molecular cluster, C46H116N8O15 overall at a distorted geometry.

Positions of all 185 atoms, in Å:
C1 11.956 -3.604 10.452
O1 13.349 -3.617 10.106
C2 13.630 -2.747 9.066
C3 15.104 -2.687 8.674
C4 15.979 -2.279 9.822
N1 15.142 -1.705 7.628
H1 11.795 -4.359 11.220
H2 11.260 -3.688 9.615
H3 11.763 -2.644 10.980
H4 13.040 -2.956 8.155
H5 13.358 -1.706 9.337
H6 15.325 -3.706 8.309
H7 15.875 -1.223 10.041
H8 17.045 -2.456 9.601
H9 15.825 -2.882 10.720
H10 14.800 -2.055 6.724
H11 16.061 -1.318 7.492
C5 9.519 0.232 10.329
O2 9.441 -0.152 9.004
C6 10.718 -0.475 8.464
C7 10.619 -0.818 7.019
N2 10.285 0.276 6.167
C8 11.467 1.065 5.765
C9 11.119 2.492 5.623
O3 11.045 3.078 6.912
C10 10.875 4.473 6.857
H12 8.507 0.403 10.679
H13 10.108 1.161 10.412
H14 10.011 -0.512 10.975
H15 11.108 -1.320 9.053
H16 11.424 0.365 8.628
H17 9.768 -1.512 6.941
H18 11.490 -1.401 6.718
H19 9.727 0.915 6.737
H20 11.849 0.640 4.834
H21 12.268 0.997 6.521
H22 10.172 2.638 5.078
H23 11.917 2.961 5.021
H24 11.605 5.006 6.223
H25 10.954 4.851 7.872
H26 9.894 4.746 6.425
C11 14.856 -10.653 12.165
O4 14.804 -9.406 11.474
C12 13.791 -8.507 11.954
C13 13.728 -7.264 11.081
N3 14.522 -6.092 11.558
C14 15.873 -6.373 12.062
C15 16.540 -5.143 12.689
O5 17.730 -5.571 13.303
C16 18.789 -4.694 12.976
H27 14.286 -11.439 11.648
H28 14.508 -10.555 13.203
H29 15.894 -10.999 12.208
H30 13.933 -8.270 13.019
H31 12.814 -9.021 11.868
H32 12.687 -6.910 11.181
H33 13.860 -7.527 10.022
H34 14.571 -5.419 10.795
H35 16.539 -6.941 11.387
H36 15.784 -7.028 12.942
H37 15.796 -4.725 13.383
H38 16.659 -4.375 11.905
H39 18.570 -3.737 13.471
H40 18.871 -4.568 11.898
H41 19.698 -5.059 13.446
C17 18.849 5.822 15.974
O6 18.843 4.414 15.637
C18 18.149 4.058 14.453
C19 17.391 2.782 14.719
N4 17.296 1.939 13.489
C20 18.546 1.275 13.191
C21 18.289 0.204 12.134
O7 19.393 -0.200 11.394
C22 19.963 0.812 10.653
H42 19.127 6.434 15.108
H43 19.547 5.975 16.795
H44 17.863 6.117 16.380
H45 18.926 3.897 13.700
H46 17.498 4.863 14.090
H47 16.389 2.896 15.129
H48 18.006 2.223 15.445
H49 16.651 1.172 13.712
H50 19.061 0.783 14.034
H51 19.226 1.987 12.724
H52 17.509 0.603 11.460
H53 17.853 -0.681 12.603
H54 20.365 1.681 11.202
H55 19.259 1.224 9.914
H56 20.847 0.449 10.122
C23 18.252 -0.044 6.879
O8 18.750 -0.361 5.570
C24 18.358 0.583 4.579
C25 19.271 1.792 4.553
N5 20.180 1.795 3.423
C26 20.887 3.088 3.300
C27 22.037 3.053 2.331
O9 23.283 2.811 2.870
C28 23.536 1.450 3.092
H57 18.916 -0.609 7.520
H58 17.191 -0.228 6.855
H59 18.448 1.019 7.066
H60 17.357 0.986 4.830
H61 18.219 0.015 3.664
H62 19.873 1.794 5.481
H63 18.709 2.726 4.639
H64 20.898 1.112 3.653
H65 21.281 3.368 4.302
H66 20.187 3.866 2.993
H67 22.068 4.011 1.815
H68 21.871 2.285 1.559
H69 24.435 1.414 3.696
H70 23.667 0.902 2.151
H71 22.709 0.977 3.635
C29 18.049 -3.456 16.532
O10 17.701 -2.110 16.260
C30 16.468 -1.969 15.565
C31 16.025 -0.558 15.836
N6 15.124 -0.078 14.812
C32 13.820 -0.721 14.765
C33 12.797 -0.229 15.779
O11 12.469 1.105 15.399
C34 11.581 1.725 16.308
H72 19.002 -3.512 17.044
H73 18.088 -4.118 15.651
H74 17.254 -3.887 17.173
H75 15.769 -2.715 15.959
H76 16.651 -2.036 14.480
H77 16.908 0.087 15.797
H78 15.594 -0.406 16.840
H79 14.847 0.891 14.984
H80 13.903 -1.814 14.781
H81 13.422 -0.533 13.773
H82 13.220 -0.114 16.789
H83 11.948 -0.926 15.725
H84 11.500 2.761 15.972
H85 12.028 1.747 17.307
H86 10.585 1.283 16.242
C35 11.420 -6.273 7.768
O12 10.672 -7.433 7.593
C36 9.735 -7.727 8.615
C37 8.931 -8.952 8.214
N7 8.656 -9.767 9.363
C38 7.617 -10.753 9.125
C39 6.207 -10.214 9.281
O13 5.968 -10.135 10.652
C40 4.717 -9.530 10.996
H87 11.867 -6.004 6.819
H88 12.197 -6.347 8.548
H89 10.747 -5.467 8.121
H90 9.041 -6.861 8.721
H91 10.192 -7.852 9.613
H92 9.536 -9.552 7.527
H93 8.058 -8.626 7.620
H94 8.290 -9.166 10.105
H95 7.706 -11.523 9.902
H96 7.814 -11.304 8.204
H97 5.494 -10.872 8.758
H98 6.121 -9.220 8.817
H99 3.928 -10.280 11.051
H100 4.427 -8.690 10.350
H101 4.889 -9.054 11.969
C41 20.305 -4.467 5.785
O14 18.988 -4.822 6.040
C42 18.073 -4.228 5.100
C43 16.657 -4.192 5.661
N8 15.859 -5.390 5.333
C44 14.424 -5.231 5.565
C45 13.789 -4.160 4.719
O15 13.838 -2.870 5.355
C46 13.869 -1.820 4.462
H102 20.479 -3.393 5.647
H103 20.690 -5.020 4.917
H104 20.892 -4.761 6.659
H105 18.179 -4.724 4.121
H106 18.389 -3.183 4.916
H107 16.180 -3.257 5.393
H108 16.828 -4.148 6.758
H109 16.243 -6.157 5.870
H110 14.147 -5.159 6.634
H111 13.987 -6.186 5.243
H112 12.702 -4.373 4.766
H113 14.053 -4.237 3.664
H114 13.013 -1.866 3.776
H115 14.801 -1.660 3.888
H116 13.800 -0.865 5.002

Calculated values
relative energy (zero: lowest compared OMol25 entry of this formula, charge and spin): 20.4 kcal/mol
largest force on an atom: 2.5 eV Å⁻¹
energy: -3388.43970 Eh
SMILES string: COC[C@H](C)N.COCCNCCOC.COCCNCCOC.COCCNCCOC.COCCNCCOC.COCCNCCOC.COCCNCCOC.COCCNCCOC
charge: 0
HOMO level: -8.49 eV



Density functional theory data (the ωB97M-V functional and the def2-TZVPD basis) for one molecule with the formula C4H6NP at a distorted geometry.

Positions of all 12 atoms, in Å:
C1 -0.857 -0.031 -0.152
C2 -1.101 1.114 -1.007
C3 0.364 -0.372 0.280
C4 0.776 -1.363 1.315
N1 -0.184 1.719 -1.730
P1 0.741 2.407 -2.704
H1 -1.648 -0.663 0.203
H2 -2.037 1.463 -0.974
H3 0.044 -2.167 1.299
H4 0.740 -0.793 2.208
H5 1.902 -1.522 1.168
H6 1.260 0.208 0.092

Calculated values
relative energy (zero: lowest compared OMol25 entry of this formula, charge and spin): 46.1 kcal/mol
largest force on an atom: 4.2 eV Å⁻¹
energy: -552.01689 Eh
charge: 0
HOMO level: -6.77 eV



Density functional theory data (the ωB97M-V functional and the def2-TZVPD basis) for C6H8O2 as an isolated structure at a distorted geometry.

Positions of all 16 atoms, in Å:
C1 1.347 -1.657 0.244
C2 2.868 -0.075 -0.226
C3 0.463 -0.698 0.456
C4 1.802 0.744 -0.061
C5 -1.418 0.518 -0.281
C6 -1.020 -0.591 0.632
O1 2.600 -1.450 -0.060
O2 1.490 2.063 0.019
H1 1.247 -2.711 0.274
H2 3.692 0.249 -0.876
H3 -1.119 1.550 0.200
H4 -2.426 0.342 -0.652
H5 -0.741 0.479 -1.138
H6 -1.341 -1.514 0.186
H7 -1.412 -0.500 1.616
H8 2.223 2.429 0.551

Calculated values
relative energy (zero: lowest compared OMol25 entry of this formula, charge and spin): 102.2 kcal/mol
largest force on an atom: 5.6 eV Å⁻¹
energy: -383.74731 Eh
charge: 0
HOMO level: -8.62 eV



Density functional theory data (the ωB97M-V functional and the def2-TZVPD basis) for an isolated ion of composition C12H19N2 and charge +1 at a distorted geometry.

Positions of all 33 atoms, in Å:
C1 -1.731 1.858 0.113
C2 -1.206 0.505 0.109
C3 0.551 0.218 0.429
C4 0.946 -0.625 1.616
C5 0.451 -1.903 1.834
C6 0.735 -2.457 3.083
C7 1.462 -1.787 4.038
C8 1.788 -0.474 3.903
C9 1.561 0.113 2.649
C10 0.553 -0.390 -0.937
C11 1.419 0.234 -2.050
N1 0.878 1.461 -2.567
N2 -0.891 0.098 -1.321
C12 -1.844 -0.870 -1.935
H1 -1.716 2.210 1.207
H2 -2.813 1.810 -0.012
H3 -1.288 2.702 -0.524
H4 -1.545 -0.272 0.748
H5 1.127 1.065 0.583
H6 -0.186 -2.357 1.070
H7 0.304 -3.494 3.233
H8 1.796 -2.347 4.970
H9 2.189 0.035 4.741
H10 1.910 1.187 2.499
H11 0.669 -1.515 -0.997
H12 1.697 -0.385 -2.840
H13 2.544 0.336 -1.670
H14 1.253 2.179 -2.028
H15 1.168 1.586 -3.510
H16 -0.585 0.844 -1.989
H17 -1.927 -1.740 -1.331
H18 -2.716 -0.213 -2.052
H19 -1.671 -1.147 -2.967

Calculated values
relative energy (zero: lowest compared OMol25 entry of this formula, charge and spin): 77.6 kcal/mol
largest force on an atom: 5.6 eV Å⁻¹
energy: -577.83918 Eh
SMILES string: C[C@@H]1[C@@H](c2ccccc2)[C@H](CN)[N@H+]1C
charge: +1
HOMO level: -12.06 eV



Density functional theory data (the ωB97M-V functional and the def2-TZVPD basis) for C21H26Cl2N4SiTi as an isolated structure at a distorted geometry.

Positions of all 55 atoms, in Å:
Ti1 0.108 0.363 0.107
C1 -0.721 -3.173 -0.232
C2 -1.649 -2.089 -0.699
C3 -2.946 -2.316 -1.111
C4 -3.737 -1.246 -1.530
C5 -3.211 0.035 -1.530
C6 -1.886 0.217 -1.139
N1 -1.131 -0.846 -0.715
N2 -1.183 1.393 -1.076
Si1 -0.893 2.261 -2.526
C7 -2.095 3.700 -2.848
C8 0.860 2.949 -2.575
C9 -1.092 1.098 -4.014
H1 -0.439 -3.826 -1.060
H2 -1.192 -3.788 0.535
H3 0.179 -2.710 0.170
H4 -3.345 -3.323 -1.103
H5 -4.754 -1.418 -1.860
H6 -3.800 0.889 -1.837
H7 -2.099 4.436 -2.040
H8 -3.116 3.332 -2.977
H9 -1.809 4.215 -3.769
H10 1.066 3.632 -1.749
H11 1.029 3.494 -3.508
H12 1.580 2.132 -2.521
H13 -2.124 0.752 -4.101
H14 -0.454 0.219 -3.885
H15 -0.818 1.587 -4.952
C10 2.403 -0.845 2.479
C11 1.011 -0.465 2.892
C12 0.540 -0.268 4.174
C13 -0.831 0.065 4.063
C14 -1.132 0.048 2.717
C15 -2.466 0.298 2.071
N3 -0.010 -0.274 1.986
H16 2.836 -1.535 3.206
H17 3.058 0.029 2.415
H18 2.390 -1.323 1.501
H19 1.116 -0.359 5.084
H20 -1.523 0.278 4.866
H21 -3.196 0.551 2.839
H22 -2.831 -0.586 1.541
H23 -2.434 1.132 1.360
Cl1 1.039 2.443 0.998
C16 2.605 2.172 0.245
C17 3.584 3.132 0.336
C18 4.817 2.911 -0.262
C19 5.035 1.710 -0.933
C20 4.040 0.763 -1.011
Cl2 4.349 -0.729 -1.853
C21 2.727 0.922 -0.452
N4 1.757 0.032 -0.551
H24 3.388 4.047 0.882
H25 5.594 3.662 -0.205
H26 5.994 1.506 -1.391

Calculated values
relative energy (zero: lowest compared OMol25 entry of this formula, charge and spin): 28.8 kcal/mol
multiplicity: 2
largest force on an atom: 3.3 eV Å⁻¹
energy: -3094.36500 Eh
charge: -1
HOMO level (alpha / beta): -2.71 / -3.89 eV